# 1
{
  "formula": "C29H46AsBrN3O4PbS3Si3",
  "method": "ωB97M-V/def2-TZVPD",
  "elements": ["Pb", "O", "N", "C", "C", "C", "C", "C", "S", "H", "H", "H", "H", "O", "C", "C", "C", "N", "C", "Br", "C", "H", "H", "H", "H", "O", "C", "O", "C", "C", "C", "C", "C", "C", "H", "H", "H", "H", "H", "C", "Si", "C", "C", "As", "Si", "C", "C", "C", "Si", "C", "C", "C", "H", "H", "H", "H", "H", "H", "H", "H", "H", "H", "H", "H", "H", "H", "H", "H", "H", "H", "H", "H", "H", "H", "H", "H", "H", "H", "H", "C", "S", "C", "H", "H", "H", "H", "H", "H", "S", "C", "N"],
  "coordinates": [[0.471, 0.426, -0.696], [-1.593, -0.693, -2.070], [-1.710, -1.717, -2.851], [-2.931, -2.259, -3.082], [-3.089, -3.381, -3.861], [-1.985, -3.993, -4.440], [-0.749, -3.402, -4.258], [-0.633, -2.262, -3.481], [0.879, -1.371, -3.342], [-3.751, -1.748, -2.604], [-4.084, -3.769, -4.022], [-2.090, -4.882, -5.045], [0.143, -3.795, -4.724], [4.051, 4.010, -2.975], [3.000, 3.218, -3.225], [2.348, 3.163, -4.456], [1.292, 2.286, -4.614], [0.887, 1.497, -3.617], [1.496, 1.591, -2.482], [2.653, 0.530, 0.757], [2.557, 2.401, -2.178], [4.271, 4.555, -3.738], [2.660, 3.796, -5.276], [0.751, 2.204, -5.548], [3.041, 2.451, -1.216], [1.904, -2.547, -2.734], [1.964, -2.625, -1.371], [1.105, -2.123, -0.680], [3.153, -3.332, -0.879], [3.401, -3.302, 0.494], [4.547, -3.889, 0.996], [5.441, -4.513, 0.135], [5.194, -4.547, -1.231], [4.055, -3.954, -1.744], [2.702, -2.791, 1.142], [4.752, -3.855, 2.058], [6.342, -4.963, 0.530], [5.895, -5.031, -1.896], [3.865, -3.960, -2.808], [-3.435, -2.649, 0.045], [-2.341, -2.236, 1.524], [-0.861, -3.388, 1.675], [-3.444, -2.276, 3.057], [-1.437, -0.008, 1.272], [-3.130, 1.669, 0.792], [-3.581, 1.614, -1.032], [-2.715, 3.310, 1.614], [-4.577, 0.923, 1.767], [-0.114, 0.370, 3.300], [1.163, -1.015, 3.426], [-1.358, 0.203, 4.717], [0.531, 2.133, 3.250], [-4.290, -3.249, 0.362], [-2.885, -3.217, -0.706], [-3.808, -1.735, -0.419], [-1.140, -4.408, 1.403], [-0.470, -3.410, 2.693], [-0.058, -3.073, 1.007], [-3.616, -3.313, 3.351], [-4.414, -1.826, 2.846], [-3.009, -1.755, 3.909], [-2.714, 1.433, -1.666], [-4.024, 2.566, -1.333], [-4.313, 0.827, -1.215], [-1.645, 3.421, 1.787], [-3.243, 3.398, 2.564], [-3.025, 4.138, 0.973], [-4.916, -0.022, 1.337], [-5.425, 1.611, 1.768], [-4.298, 0.742, 2.808], [0.929, -1.692, 4.250], [2.153, -0.592, 3.597], [1.225, -1.597, 2.507], [-1.518, -0.839, 4.995], [-2.322, 0.649, 4.464], [-0.974, 0.720, 5.599], [0.605, 2.513, 2.229], [1.531, 2.180, 3.685], [-0.122, 2.799, 3.818], [3.420, 4.496, 1.840], [2.070, 4.375, 0.641], [1.283, 5.975, 0.944], [4.088, 5.312, 1.570], [3.961, 3.552, 1.811], [3.012, 4.659, 2.837], [0.867, 6.001, 1.950], [0.487, 6.080, 0.212], [2.010, 6.774, 0.812], [-0.959, 4.627, -2.070], [-0.742, 3.374, -1.126], [-0.617, 2.433, -0.411]],
  "mulliken_charge": [1.250, -0.389, 0.289, -0.394, -0.725, -0.569, -0.627, 0.608, -0.047, 0.483, 0.448, 0.436, 0.504, -0.492, 0.515, -0.529, -1.072, -0.209, 0.666, -0.750, -0.411, 0.324, 0.388, 0.466, 0.521, -0.282, 0.537, -0.509, 0.073, -0.166, -0.680, -0.422, -0.664, -0.562, 0.590, 0.426, 0.405, 0.422, 0.511, -0.853, 0.589, -0.571, -0.972, 0.345, 0.556, -0.746, -0.919, -1.191, 0.351, -0.098, -1.322, -0.567, 0.549, 0.374, -0.092, 0.502, 0.363, -0.371, 0.404, 0.305, 0.172, -0.062, 0.512, 0.362, 0.000, 0.371, 0.407, 0.256, 0.475, 0.269, 0.530, 0.417, -0.768, 0.346, 0.340, 0.442, -0.258, 0.426, 0.416, -1.147, 0.414, -1.080, 0.417, 0.274, 0.313, 0.304, 0.230, 0.399, -0.352, 0.040, -0.466],
  "charge": 1,
  "homo_lumo_gap_ev": 5.7841,
  "lumo_ev": -4.1
}


# 2
{
  "formula": "C29H46BaBrN3P2S",
  "method": "ωB97M-V/def2-TZVPD",
  "elements": ["N", "C", "C", "C", "C", "C", "C", "Ba", "P", "C", "C", "C", "C", "C", "C", "C", "Br", "H", "H", "H", "H", "H", "H", "H", "H", "H", "H", "P", "C", "C", "H", "H", "H", "H", "H", "C", "C", "H", "H", "H", "H", "H", "C", "C", "H", "H", "H", "H", "H", "C", "C", "H", "H", "H", "H", "H", "C", "C", "H", "H", "H", "H", "H", "C", "C", "H", "H", "H", "H", "H", "C", "N", "C", "C", "N", "C", "S", "H", "H", "H", "H", "H", "H"],
  "coordinates": [[0.459, 0.070, -10.645], [1.490, -0.640, -10.170], [1.800, -0.703, -8.795], [0.958, -0.052, -7.862], [-0.101, 0.728, -8.394], [-0.295, 0.768, -9.789], [1.104, -0.253, -6.422], [1.476, -1.882, 0.105], [-3.046, -2.869, 4.205], [0.087, 0.031, -5.560], [0.164, -0.052, -4.128], [-1.003, -0.129, -3.339], [-0.955, -0.061, -1.932], [0.256, 0.225, -1.320], [1.449, 0.056, -2.055], [1.404, -0.076, -3.458], [0.766, -0.480, 2.658], [2.035, -0.728, -6.092], [-0.882, 0.274, -6.000], [2.648, -1.300, -8.446], [-0.799, 1.277, -7.756], [2.098, -1.205, -10.887], [-1.104, 1.366, -10.228], [-1.961, -0.253, -3.833], [2.334, -0.186, -4.025], [-1.860, -0.235, -1.335], [2.463, 0.001, -1.586], [-0.069, 1.660, 0.663], [-2.210, -4.059, 3.101], [-2.949, -5.410, 3.127], [-1.188, -4.189, 3.487], [-2.179, -3.637, 2.086], [-2.313, -6.217, 2.748], [-3.247, -5.687, 4.145], [-3.861, -5.406, 2.519], [-4.177, -1.919, 3.115], [-5.417, -1.449, 3.881], [-4.464, -2.604, 2.306], [-3.610, -1.073, 2.699], [-6.212, -1.158, 3.190], [-5.819, -2.237, 4.526], [-5.209, -0.580, 4.511], [-1.805, -1.632, 4.710], [-1.273, -1.955, 6.113], [-2.307, -0.652, 4.727], [-0.983, -1.584, 3.974], [-0.699, -1.118, 6.529], [-2.100, -2.163, 6.804], [-0.620, -2.835, 6.118], [0.350, 2.737, 2.171], [0.630, 4.227, 2.011], [1.223, 2.253, 2.619], [-0.475, 2.590, 2.878], [1.532, 4.398, 1.410], [-0.199, 4.788, 1.558], [0.800, 4.669, 3.005], [-1.924, 1.631, 0.977], [-2.842, 2.098, -0.145], [-2.110, 2.219, 1.887], [-2.150, 0.588, 1.232], [-2.892, 3.191, -0.235], [-2.532, 1.692, -1.112], [-3.864, 1.741, 0.047], [0.047, 3.002, -0.606], [1.510, 3.240, -1.008], [-0.451, 3.928, -0.273], [-0.515, 2.606, -1.457], [1.622, 3.198, -2.102], [1.893, 4.224, -0.696], [2.192, 2.483, -0.587], [4.531, 1.908, 3.185], [4.601, 0.449, 3.160], [4.949, -0.356, 4.231], [4.912, -1.635, 3.795], [4.492, -1.604, 2.481], [4.308, -0.304, 2.065], [3.703, 0.289, 0.587], [5.188, 2.355, 2.422], [3.501, 2.254, 3.003], [4.855, 2.230, 4.184], [5.203, 0.073, 5.179], [5.146, -2.546, 4.298], [4.490, -2.401, 1.848]],
  "mulliken_charge": [-0.546, -0.297, -0.462, 0.808, -0.490, -0.318, -0.171, 1.597, -0.157, -0.580, 1.129, -0.716, -0.730, -0.859, 0.761, -1.412, -0.788, 0.285, 0.284, 0.325, 0.309, 0.349, 0.359, 0.490, 0.248, 0.829, 0.289, 1.489, -0.205, -1.227, 0.367, 0.106, 0.349, 0.373, 0.308, 0.235, -1.226, 0.459, -0.446, 0.381, 0.358, 0.301, 0.875, -1.292, 0.393, -0.869, 0.336, 0.387, 0.325, -0.160, -1.442, -0.090, 0.578, 0.288, 0.364, 0.428, -0.397, -1.517, 0.591, 0.073, 0.357, 0.340, 0.391, -1.202, -1.335, 0.815, 0.569, 0.327, 0.406, 0.206, -0.595, 0.214, -0.067, -0.674, 0.075, -0.508, -0.215, 0.322, 0.111, 0.293, 0.421, 0.448, 0.273],
  "charge": 2,
  "homo_lumo_gap_ev": 3.6459,
  "lumo_ev": -7.9
}


# 3
{
  "formula": "C29H46BrN3P2Sn",
  "method": "ωB97M-V/def2-TZVPD",
  "elements": ["N", "C", "C", "C", "C", "C", "C", "Sn", "P", "C", "C", "C", "C", "C", "C", "C", "Br", "H", "H", "H", "H", "H", "H", "H", "H", "H", "H", "P", "C", "C", "H", "H", "H", "H", "H", "C", "C", "H", "H", "H", "H", "H", "C", "C", "H", "H", "H", "H", "H", "C", "C", "H", "H", "H", "H", "H", "C", "C", "H", "H", "H", "H", "H", "C", "C", "H", "H", "H", "H", "H", "C", "N", "C", "C", "N", "C", "H", "H", "H", "H", "H", "H"],
  "coordinates": [[2.027, 3.591, 4.487], [1.000, 2.881, 4.964], [1.069, 1.495, 5.192], [2.270, 0.823, 4.843], [3.370, 1.605, 4.431], [3.189, 2.977, 4.249], [2.381, -0.608, 4.719], [0.365, -0.882, -0.364], [-1.524, -1.357, -2.549], [3.220, -1.107, 3.737], [2.771, -1.979, 2.718], [3.482, -2.089, 1.492], [2.829, -2.477, 0.351], [1.433, -2.754, 0.448], [0.768, -2.902, 1.697], [1.463, -2.529, 2.831], [0.610, -3.818, -1.210], [1.707, -1.231, 5.293], [4.274, -0.803, 3.685], [0.188, 0.968, 5.577], [4.331, 1.149, 4.186], [0.086, 3.443, 5.176], [4.022, 3.575, 3.890], [4.542, -1.807, 1.473], [1.011, -2.590, 3.817], [3.324, -2.557, -0.606], [-0.247, -3.279, 1.756], [0.923, 1.838, -1.035], [-2.527, -2.625, -1.646], [-2.805, -3.968, -2.312], [-3.476, -2.117, -1.399], [-2.008, -2.797, -0.687], [-3.517, -4.506, -1.670], [-3.262, -3.863, -3.304], [-1.906, -4.594, -2.384], [-0.305, -1.966, -3.812], [-0.753, -2.826, -4.986], [0.452, -2.522, -3.210], [0.209, -1.056, -4.200], [0.140, -3.332, -5.375], [-1.481, -3.593, -4.702], [-1.161, -2.212, -5.801], [-2.697, -0.441, -3.624], [-3.736, -1.317, -4.309], [-2.068, 0.072, -4.373], [-3.172, 0.336, -2.999], [-4.293, -0.681, -5.003], [-3.284, -2.125, -4.895], [-4.446, -1.750, -3.597], [-0.089, 3.227, -1.719], [-1.219, 2.803, -2.634], [0.644, 3.843, -2.264], [-0.461, 3.826, -0.876], [-1.733, 3.711, -2.956], [-0.849, 2.281, -3.522], [-1.954, 2.168, -2.131], [2.104, 1.732, -2.422], [3.309, 0.837, -2.173], [2.429, 2.773, -2.569], [1.538, 1.427, -3.314], [3.821, 0.691, -3.133], [4.011, 1.322, -1.484], [3.054, -0.156, -1.777], [1.964, 2.769, 0.166], [1.222, 3.667, 1.138], [2.640, 3.361, -0.473], [2.577, 2.021, 0.695], [1.945, 4.095, 1.837], [0.718, 4.489, 0.616], [0.484, 3.123, 1.742], [-4.111, -0.277, 3.169], [-3.035, 0.181, 2.314], [-2.813, 1.497, 1.943], [-1.722, 1.497, 1.135], [-1.248, 0.188, 0.999], [-2.068, -0.576, 1.735], [-4.110, 0.248, 4.132], [-5.099, -0.107, 2.720], [-4.000, -1.349, 3.350], [-3.437, 2.307, 2.278], [-1.270, 2.341, 0.641], [-2.032, -1.651, 1.881]],
  "mulliken_charge": [-0.362, -0.508, -0.446, 0.713, -0.235, -0.508, -0.353, 1.139, 0.381, -0.612, 0.752, -0.749, -0.494, -0.528, -0.272, -0.818, 0.131, 0.716, 0.709, 0.475, 0.355, 0.437, 0.418, 0.492, 0.445, 0.641, 0.811, 0.633, -0.120, -1.341, 0.604, 0.036, 0.421, 0.323, 0.259, 0.003, -1.519, 0.117, 0.266, 0.439, 0.304, 0.382, -0.298, -1.389, 0.441, 0.392, 0.422, 0.309, 0.361, -0.827, -1.267, 0.590, 0.532, 0.469, 0.321, 0.158, -0.710, -1.183, 0.566, 0.467, 0.440, 0.318, 0.169, -0.634, -1.252, 0.533, 0.280, 0.355, 0.329, 0.290, -0.836, 0.106, -1.152, -0.797, 0.666, -0.377, 0.361, 0.356, 0.308, 0.498, 0.770, 0.377],
  "charge": 4,
  "homo_lumo_gap_ev": [5.1337, 5.4057],
  "lumo_ev": [-14.3, -14.4]
}


# 4
{
  "formula": "C29H46F3N4O17",
  "method": "ωB97M-V/def2-TZVPD",
  "elements": ["C", "C", "O", "N", "C", "C", "N", "C", "N", "N", "C", "C", "C", "O", "C", "F", "F", "F", "H", "H", "H", "H", "H", "H", "H", "H", "H", "H", "H", "H", "H", "H", "H", "H", "C", "C", "C", "O", "C", "O", "O", "H", "H", "H", "H", "H", "H", "C", "C", "C", "O", "C", "O", "O", "H", "H", "H", "H", "H", "H", "C", "C", "C", "O", "C", "O", "O", "H", "H", "H", "H", "H", "H", "C", "C", "C", "O", "C", "O", "O", "H", "H", "H", "H", "H", "H", "C", "C", "C", "O", "C", "O", "O", "H", "H", "H", "H", "H", "H"],
  "coordinates": [[-9.685, -3.262, 2.048], [-8.353, -2.657, 2.426], [-8.331, -1.614, 2.988], [-7.188, -3.352, 2.081], [-7.079, -4.665, 2.738], [-6.028, -2.537, 2.231], [-4.720, -3.207, 2.355], [-3.802, -2.219, 2.169], [-2.691, -2.259, 2.873], [-4.225, -1.254, 1.291], [-5.708, -1.365, 1.270], [-6.250, -1.156, -0.169], [-6.761, -2.337, -1.010], [-8.092, -2.721, -0.755], [-5.863, -3.571, -1.061], [-5.718, -3.947, -2.318], [-6.389, -4.596, -0.467], [-4.634, -3.353, -0.609], [-9.898, -3.061, 1.002], [-9.734, -4.335, 2.201], [-10.451, -2.772, 2.632], [-7.052, -4.544, 3.824], [-6.229, -5.230, 2.384], [-7.943, -5.269, 2.503], [-6.081, -2.027, 3.203], [-4.582, -4.059, 1.821], [-2.764, -2.481, 3.855], [-1.786, -2.131, 2.438], [-3.782, -1.310, 0.378], [-6.015, -0.461, 1.785], [-7.055, -0.427, -0.126], [-5.468, -0.670, -0.748], [-6.779, -1.971, -2.038], [-8.630, -1.938, -0.923], [-1.312, 1.970, -3.088], [-2.390, 1.985, -2.041], [-2.953, 0.621, -1.741], [-4.282, 0.935, -1.291], [-4.643, 2.099, -1.915], [-5.751, 2.521, -1.945], [-3.570, 2.690, -2.484], [-0.502, 1.317, -2.773], [-1.696, 1.635, -4.053], [-0.911, 2.972, -3.241], [-2.031, 2.475, -1.133], [-2.391, 0.099, -0.967], [-3.026, -0.018, -2.625], [5.027, -0.383, -2.130], [3.564, -0.298, -2.485], [2.996, 1.097, -2.431], [1.612, 0.842, -2.135], [1.566, -0.320, -1.439], [0.602, -0.702, -0.843], [2.740, -0.975, -1.508], [5.620, 0.239, -2.789], [5.200, -0.077, -1.099], [5.378, -1.413, -2.217], [3.380, -0.764, -3.457], [3.100, 1.634, -3.371], [3.417, 1.703, -1.626], [11.123, -0.012, -3.463], [9.662, -0.209, -3.148], [8.783, 0.926, -3.600], [7.694, 0.855, -2.664], [8.205, 0.331, -1.516], [7.644, 0.345, -0.466], [9.431, -0.203, -1.725], [11.278, 0.124, -4.533], [11.518, 0.853, -2.931], [11.703, -0.877, -3.139], [9.310, -1.166, -3.543], [8.425, 0.804, -4.620], [9.261, 1.903, -3.501], [12.661, 1.688, 2.626], [12.016, 2.501, 1.530], [10.722, 1.929, 1.010], [10.694, 2.425, -0.336], [11.987, 2.578, -0.724], [12.342, 2.750, -1.846], [12.822, 2.505, 0.340], [11.984, 1.575, 3.473], [12.945, 0.701, 2.259], [13.573, 2.173, 2.974], [11.889, 3.539, 1.853], [9.853, 2.272, 1.567], [10.715, 0.837, 0.976], [-5.608, 2.693, 1.262], [-5.180, 2.667, 2.709], [-6.310, 2.834, 3.697], [-5.643, 3.422, 4.818], [-4.584, 4.124, 4.330], [-3.950, 4.909, 4.950], [-4.353, 3.794, 3.027], [-6.342, 1.912, 1.056], [-6.035, 3.660, 0.997], [-4.750, 2.539, 0.613], [-4.603, 1.759, 2.918], [-6.777, 1.890, 3.975], [-7.081, 3.525, 3.348]],
  "mulliken_charge": [-1.206, 0.747, -0.519, 0.474, -1.170, -1.160, -0.345, -0.030, -0.265, -0.041, 0.255, -0.316, -0.760, -0.523, 0.588, -0.337, -0.247, -0.254, 0.166, 0.341, 0.390, 0.410, 0.400, 0.379, 0.690, 0.291, 0.266, 0.266, 0.229, 0.738, 0.917, -0.454, 0.652, 0.459, -1.360, 0.515, -0.675, 0.154, 0.358, -0.526, -0.398, 0.237, 0.372, 0.381, 0.303, 0.401, 0.311, -1.660, 0.584, -0.525, -0.318, 0.592, -0.568, -0.358, 0.465, 0.388, 0.405, 0.268, 0.379, 0.309, -1.240, 0.370, -0.457, -0.373, 0.741, -0.553, -0.324, 0.392, 0.165, 0.358, 0.292, 0.351, 0.287, -1.478, 0.505, -0.541, -0.242, 0.623, -0.577, -0.346, 0.370, 0.363, 0.368, 0.270, 0.373, 0.283, -1.179, 0.709, -0.427, -0.347, 0.548, -0.510, -0.389, 0.333, 0.519, -0.049, 0.137, 0.278, 0.326],
  "charge": 1,
  "homo_lumo_gap_ev": 8.0447,
  "lumo_ev": -4.2
}